# 1
ORCA calculation (wB97M-V/def2-TZVPD) on 3 unconnected molecules or ions with the total composition C4H16NO2S2 at a distorted geometry.

Each line ends with the Löwdin charge.
Cartesian coordinates (Å):
C 0.86536 -1.79362 1.39423  -0.44
H -0.19228 2.00494 -1.21594  0.03
S 1.49871 -2.18470 -1.79979  0.52
C 1.60011 -0.43051 -2.30811  -0.58
H -2.95208 2.37741 1.41451  0.08
O -2.22888 1.98992 1.93119  -0.05
H -1.79528 0.02225 1.81957  0.14
O 0.04357 2.22699 -0.30802  -0.06
H 0.65130 2.97841 -0.40089  0.07
H -0.02973 -1.27245 3.22569  0.15
H -1.18086 -2.14450 2.02322  0.12
H 0.21040 -0.70870 -3.98374  0.07
H -0.51954 -0.00639 0.68840  0.09
H 2.45725 -0.32418 -3.00287  0.08
N -0.78123 -0.02149 1.68200  0.14
S 0.19769 -2.28200 -0.31770  0.47
C -0.38702 -1.42783 2.17828  -0.20
H 0.32590 0.98275 -3.44304  0.07
H 1.68933 0.43432 -1.60056  0.07
H -1.77165 2.68256 2.41449  0.07
C 0.36707 -0.05396 -3.12499  -0.21
H -0.47564 0.73619 2.26942  0.14
H 1.35774 -2.66726 1.79337  0.07
H 1.63459 -0.99911 1.25344  0.10
H -0.58482 -0.11906 -2.58216  0.06

Values from the calculation:
Lowest unoccupied orbital energy ... -3.064 eV
Largest force on an atom ... 0.065 hartree/bohr
Energy relative to the best compared isomer or geometry (same formula, charge and spin) ... 80.15 kJ/mol
Gap between HOMO and LUMO ... 9.0 eV
E_tot ... -31656.54303 eV
Total charge ... +1

# 2
ORCA calculation (wB97M-V/def2-TZVPD) on 2 unconnected molecules or ions with the total composition C3H7NO2.

Each line ends with the Löwdin charge.
Cartesian coordinates (Å):
N 1.15148 1.11513 -0.24107  -0.04
H 1.56381 -0.21427 1.09379  0.11
H -0.81143 -0.95922 1.35152  0.07
H -1.40048 0.73455 1.16447  0.08
O 0.07692 -2.22274 -0.60043  -0.01
C -0.33209 -1.38664 -1.36373  -0.15
H 0.00346 -1.30722 -2.41460  0.09
O 0.18368 1.77983 -0.98497  -0.08
C 0.73647 0.36203 0.69825  -0.25
H -1.08656 -0.63497 -1.07642  0.08
H 0.75015 2.34406 -1.53160  0.09
H -0.28613 0.28486 2.47697  0.08
C -0.54926 0.10460 1.42783  -0.07

Values from the calculation:
Structure (SMILES) ... C/C=N\O.C=O
Lowest unoccupied orbital energy ... 0.880 eV
Largest force on an atom ... 0.017 hartree/bohr
Energy relative to the best compared isomer or geometry (same formula, charge and spin) ... 366.82 kJ/mol
Gap between HOMO and LUMO ... 10.6 eV
E_tot ... -8806.72700 eV

# 3
ORCA calculation (wB97M-V/def2-TZVPD) on C3H8N2O in the gas phase.

Each line ends with the Löwdin charge.
Cartesian coordinates (Å):
O 1.11328 -1.36503 0.98295  0.06
H -1.51553 -1.68128 -0.61355  0.10
H -1.45053 1.27424 -0.98177  0.11
H -0.58105 -2.86644 0.06213  0.10
C 0.38344 -1.09018 0.05664  -0.56
H 0.40383 0.14029 -1.70150  0.11
N -0.57090 -1.97059 -0.41096  0.14
C 0.40728 0.26686 -0.62073  -0.12
C -0.73344 1.19567 -0.16355  -0.28
H 0.07806 2.57907 1.12713  0.07
H -0.98178 3.20537 0.09810  0.06
N -0.22032 2.53127 0.15833  -0.02
H -1.23410 0.74787 0.70381  0.11
H 1.38372 0.68008 -0.36335  0.11

Values from the calculation:
Structure (SMILES) ... NCCC(N)=O
Lowest unoccupied orbital energy ... 0.825 eV
Largest force on an atom ... 0.019 hartree/bohr
Energy relative to the best compared isomer or geometry (same formula, charge and spin) ... 64.79 kJ/mol
Gap between HOMO and LUMO ... 10.5 eV
E_tot ... -8268.65457 eV

# 4
ORCA calculation (wB97M-V/def2-TZVPD) on a molecular structure, C12H10N4O6PdS2.

Each line ends with the Löwdin charge.
Cartesian coordinates (Å):
O 1.24906 -2.14741 2.59946  -0.29
C -0.67252 -1.49421 -3.05694  -0.28
O 3.86286 1.19523 0.76822  -0.25
C -0.07487 1.09640 3.78346  -0.06
H -0.00041 -3.50606 -5.47522  0.11
H 2.65491 3.00103 1.89989  0.11
C -2.01272 0.77890 -0.65752  -0.07
H -1.83300 -1.91170 -4.79395  0.15
C 1.59525 1.15744 2.07415  -0.23
N -1.00544 -2.06107 -4.24488  0.11
Pd 0.60153 -0.67045 -0.21363  1.01
C 0.19529 2.41565 4.11914  -0.06
H -3.88921 1.47376 -1.62059  0.12
C 0.59884 0.43025 2.76535  -0.20
O 2.44629 -0.84963 0.60036  -0.39
H 1.42534 4.13092 3.70391  0.11
C 0.92433 -2.81870 -3.56482  -0.11
N -2.62368 0.05435 -2.62976  0.12
N 0.48013 -1.93534 -2.61718  0.10
C -1.45348 -0.53232 -2.30101  -0.23
H -0.36279 2.88287 4.91992  0.11
C 0.01398 -2.92315 -4.57192  -0.07
S 0.07409 -1.33398 2.61044  0.49
O 1.79967 1.07614 -0.57318  -0.38
H 1.86502 -3.33040 -3.45907  0.11
O -0.86606 -1.52985 3.67727  -0.30
N -1.07198 -0.10641 -1.11672  -0.03
H -1.92281 1.24622 0.30668  0.13
C 1.18247 3.10898 3.44591  -0.07
S 2.55943 0.64117 0.64808  0.52
H -3.14575 -0.07941 -3.47696  0.16
O -0.65864 -1.37024 1.28153  -0.44
C -2.98632 0.89218 -1.59531  -0.05
C 1.87390 2.47170 2.42857  -0.07
H -0.82275 0.54711 4.33631  0.10

Values from the calculation:
Lowest unoccupied orbital energy ... -0.614 eV
Largest force on an atom ... 0.013 hartree/bohr
Energy relative to the best compared isomer or geometry (same formula, charge and spin) ... 0.00 kJ/mol
Gap between HOMO and LUMO ... 8.6 eV
E_tot ... -56000.94826 eV

# 5
ORCA calculation (wB97M-V/def2-TZVPD) on a molecular structure, C36H25AsCl2MoN4O3.

Each line ends with the Löwdin charge.
Cartesian coordinates (Å):
N 1.43668 -0.86334 1.78582  -0.06
H 3.28692 2.54705 -1.19755  0.09
C -0.91865 4.27795 0.31008  0.08
C 2.40263 -0.42065 2.60567  -0.06
Cl -5.18800 -3.61070 -0.15359  0.96
C -1.58235 -1.63734 -4.48893  -0.02
Mo 0.51739 0.25170 0.20278  1.70
N -1.37702 0.71698 -0.49176  0.01
H 0.98373 -2.34484 -2.39277  0.11
C 6.09981 -2.43325 -2.80828  0.00
H 5.01245 0.57594 -1.70221  0.11
As 2.33024 0.22809 -2.82346  1.48
H 0.22582 1.21336 -4.73334  0.11
C 4.93502 -2.91554 -3.39493  -0.02
C 0.36080 -1.78096 -3.07886  -0.12
C -1.86760 -1.52503 -0.03726  -0.13
H 4.93746 -3.86969 -3.90399  0.13
H 1.29372 4.71917 2.84023  0.14
C 3.80513 -0.91894 -2.71151  -0.33
H 7.00600 -3.02282 -2.85755  0.14
C -4.08080 -2.37731 -0.27927  -0.59
C 2.69276 2.41878 -4.56587  -0.08
C -2.34355 -0.17909 -0.51950  -0.12
O 1.76521 0.43940 -0.99280  -0.55
H 1.64172 -4.16025 2.45487  0.15
C 1.88816 -3.10821 2.52055  0.08
C 0.73733 -0.50619 -3.51929  -0.34
C 3.13389 3.69016 -4.90160  -0.02
C 3.61670 4.54255 -3.91733  -0.01
H 3.96891 5.52881 -4.18887  0.13
O -2.36059 2.54378 -1.55081  0.21
N -0.58540 -1.50099 0.30458  0.00
O -0.21987 -3.77195 0.63838  0.20
H 2.35818 1.74852 -5.34907  0.12
C 0.71382 4.23641 2.06516  0.03
Cl -6.16409 -0.85591 -1.15232  0.95
C -4.55451 -1.03636 -0.76222  -0.60
H 2.88454 -2.52300 -3.85142  0.11
C 0.08817 -2.64627 0.86510  -0.36
C -0.05112 0.21730 -4.41215  -0.06
H -1.81622 0.17328 -5.62139  0.13
H 3.90066 -0.86284 4.06399  0.14
H 3.11102 4.00717 -5.93539  0.13
C 3.77387 -2.16256 -3.35354  -0.07
C 3.14108 -1.27309 3.41234  0.03
C -0.80714 -2.34097 -3.56806  -0.05
C 4.98164 -0.41294 -2.14399  -0.08
C 3.23083 2.86974 -2.22991  -0.11
C -3.69048 0.01177 -0.87819  0.00
H -2.47409 -2.09381 -4.89911  0.13
C -1.59711 2.12261 -0.74518  -0.36
H 4.06577 4.79938 -1.83348  0.13
H 1.52251 2.28756 2.47043  0.10
H 3.44287 -3.31866 4.00000  0.15
H -2.44989 -3.56619 0.39071  0.13
H 2.59083 0.64243 2.61403  0.10
C 2.88472 -2.63333 3.37460  0.06
C 6.12484 -1.18708 -2.18442  -0.02
N 0.14234 2.21029 0.93121  -0.06
C 3.66761 4.13396 -2.58766  -0.04
H -4.03470 0.96930 -1.23973  0.13
H -0.29134 6.02115 1.41305  0.15
C 2.73330 2.02859 -3.22695  -0.34
C 1.19620 -2.20225 1.75481  -0.17
H -1.64101 4.78682 -0.31544  0.15
H -1.09195 -3.34135 -3.26755  0.13
C 0.84822 2.87178 1.86292  -0.06
C -1.21189 -0.36425 -4.90304  -0.02
C -0.16898 4.95410 1.27495  0.06
C -0.74375 2.92308 0.17935  -0.17
C -2.77077 -2.59139 0.05685  0.00
H 7.04519 -0.81316 -1.75697  0.13

Values from the calculation:
Lowest unoccupied orbital energy ... -14.305 eV
Largest force on an atom ... 0.012 hartree/bohr
Energy relative to the best compared isomer or geometry (same formula, charge and spin) ... 3.25 kJ/mol
Gap between HOMO and LUMO ... 5.0 eV
E_tot ... -137540.96130 eV
Total charge ... +4

# 6
ORCA calculation (wB97M-V/def2-TZVPD) on 2 unconnected molecules or ions with the total composition C8H20O2 at a distorted geometry.

Each line ends with the Löwdin charge.
Cartesian coordinates (Å):
H -1.52974 3.51985 2.64031  0.07
H 0.76974 2.34863 -1.05177  0.09
H -2.72764 2.95586 1.43356  0.07
H 1.84680 2.76399 0.31816  0.09
H -2.40401 4.70759 1.62333  0.07
C -0.07175 -2.96842 -0.00740  -0.44
O -0.92570 1.00135 0.38769  -0.07
H -1.45044 -3.05382 -1.57423  0.09
H 1.97045 -1.35844 -1.31119  0.06
O 0.41290 -1.95112 0.89309  -0.08
H -0.90134 -1.35111 -1.48151  0.09
H -0.59528 -3.77109 0.55074  0.15
H 0.31677 1.81285 1.89475  0.15
H 1.91019 -3.73272 -0.19042  0.11
C 1.10927 -3.36663 -0.86120  -0.22
H 0.98499 -2.05909 -2.63303  0.06
C -1.94377 3.70526 1.63492  -0.12
C -0.07818 2.05799 0.88788  -0.45
C 1.72619 -2.28970 -1.84942  -0.08
C -1.10773 -2.25916 -0.89036  -0.07
H 2.64292 -2.66761 -2.33254  0.07
H -1.91761 -2.03692 -0.17531  0.09
H 1.50347 1.04752 -0.06282  0.08
H -0.00371 4.29167 1.00370  0.11
C 1.07095 2.06165 -0.03025  -0.10
H -0.56701 0.11497 0.60230  0.06
H -0.98334 3.61184 -0.32828  0.11
H 0.71625 -4.23638 -1.42203  0.11
H 0.94389 -2.38678 1.59213  0.11
C -0.71750 3.48796 0.73915  -0.22

Values from the calculation:
Structure (SMILES) ... CC[C@H](C)O.CC[C@H](C)O
Lowest unoccupied orbital energy ... 0.682 eV
Largest force on an atom ... 0.056 hartree/bohr
Energy relative to the best compared isomer or geometry (same formula, charge and spin) ... 130.72 kJ/mol
Gap between HOMO and LUMO ... 10.5 eV
E_tot ... -12714.63114 eV

# 7
ORCA calculation (wB97M-V/def2-TZVPD) on 2 unconnected molecules or ions with the total composition C11H15N at a distorted geometry.

Each line ends with the Löwdin charge.
Cartesian coordinates (Å):
H 1.94907 2.50589 -3.10554  0.05
H -0.37037 2.44774 0.11228  0.10
H 0.58452 1.25525 -4.78351  0.11
H -3.52729 -0.68419 2.87403  0.19
C -2.29838 0.87741 2.12811  -0.05
H 1.35515 -0.15919 0.35699  0.14
H 1.17317 1.69493 -2.22989  -0.01
C 1.83181 1.45779 -2.93165  -0.18
C -0.99121 0.93505 1.54281  -0.18
C -0.52223 -0.39848 1.44350  -0.20
C -0.16100 -3.16346 1.38675  -0.12
H 1.67485 -2.73041 0.22073  0.10
H 1.13818 -0.39825 -3.94391  0.06
C -0.12560 2.20508 1.19986  -0.02
H 2.29641 0.76136 -4.94870  0.05
C -1.56151 -1.23376 2.01842  -0.20
H 0.24052 -4.21176 1.44263  0.11
C 0.60874 -0.89992 0.89011  -0.08
H 2.78936 1.02756 -2.54548  0.08
C 0.79158 -2.26244 0.69661  -0.08
H -3.02713 1.75799 2.19237  0.13
C 1.47898 0.63759 -4.20616  -0.16
H -0.52966 3.00670 1.70250  0.03
C -1.22822 -2.66117 2.04582  -0.06
N -2.58699 -0.46402 2.42417  0.04
H 0.86939 2.07136 1.28602  0.02
H -1.85215 -3.37465 2.73113  0.13

Values from the calculation:
Structure (SMILES) ... Cc1c[nH]c2ccccc12.CC
Lowest unoccupied orbital energy ... 0.883 eV
Largest force on an atom ... 0.125 hartree/bohr
Energy relative to the best compared isomer or geometry (same formula, charge and spin) ... 271.39 kJ/mol
Gap between HOMO and LUMO ... 8.7 eV
E_tot ... -13137.97843 eV

# 8
ORCA calculation (wB97M-V/def2-TZVPD) on a molecular structure, C38H31Cl3F5O3PReS.

Each line ends with the Löwdin charge.
Cartesian coordinates (Å):
C 2.18107 0.81923 -2.05047  -0.09
C 2.37715 -2.80564 -0.79667  -0.08
O -1.46940 1.59470 0.35096  -0.32
C -3.68257 -5.27647 -0.00897  -0.14
C -5.44348 2.64230 -0.24418  -0.07
C -2.59766 -5.02693 0.81245  -0.14
C 5.24645 -1.78364 1.14466  -0.11
H -2.38678 1.59558 4.43559  0.09
C 6.52685 -2.30171 1.00827  -0.08
C 3.08252 2.92064 -2.81217  -0.08
C 3.69725 2.05602 -0.65474  -0.10
H -0.43593 -4.11299 -2.12213  0.11
P 2.98729 -0.37787 0.42765  1.10
H 1.98449 -4.61691 -1.87361  0.11
C 4.65395 -1.06713 0.10328  -0.39
H -0.93198 3.22130 2.16609  0.05
C -3.99590 -2.92002 -0.27362  -0.24
C -2.23338 -3.72787 1.09856  -0.25
Cl 3.56821 1.39218 3.78227  0.61
H 4.92343 -0.32557 -1.90154  0.11
H -1.67925 0.88847 2.99891  0.01
F -5.41422 -4.44587 -1.36452  0.13
C -1.21139 2.69370 -2.49372  -0.06
C -2.59104 1.34910 3.39145  -0.08
F -4.04844 -6.52414 -0.26591  0.14
H 4.41350 3.91063 -1.44486  0.10
S -2.65067 -0.98047 1.06160  0.80
H -5.06287 2.37726 -2.32951  0.11
H 6.96974 -2.86174 1.82269  0.10
C -2.76082 1.99507 0.11908  -0.28
H -3.12234 2.17068 -3.27894  0.13
C -1.82835 3.62980 2.62958  -0.06
C 0.21245 -3.43852 -1.57472  -0.07
O 0.85042 1.54341 2.01614  -0.13
H 1.73031 1.70822 -3.94853  0.10
H 4.25829 2.14995 0.26867  0.10
H -3.80107 3.06316 3.18943  0.13
H -3.38032 0.59889 3.35618  0.07
C 1.85589 -1.63618 -0.24311  -0.39
C -2.15462 0.36585 -2.70590  -0.05
F -1.91879 -6.04691 1.33579  0.13
H 7.20793 -1.21711 -2.12389  0.10
O 0.62553 -0.47861 2.83310  -0.12
H -0.43727 2.28342 -1.85132  0.05
C 2.90831 0.92310 -0.86663  -0.38
H -3.06241 -0.23712 -2.73142  0.08
C -2.97913 2.61451 2.62721  -0.35
F -1.20326 -3.52078 1.91151  0.11
H -5.48603 2.97748 1.86374  0.11
H 8.24554 -2.46818 -0.26362  0.10
C 0.45124 -1.41445 -0.22045  -0.30
H 3.17177 3.68010 -3.57843  0.10
Cl 1.17210 2.66287 4.75250  0.64
C -4.37829 -4.21743 -0.56013  -0.14
H -0.82042 2.74466 -3.51259  0.08
H -1.62377 0.24296 -3.65460  0.09
F -4.69056 -1.92886 -0.82842  0.10
C 2.27904 1.81203 -3.02012  -0.09
C 3.78561 3.04542 -1.61989  -0.08
C -2.92201 -2.64118 0.56840  -0.49
C -2.48295 1.83680 -2.45927  -0.36
H 3.44124 -2.98743 -0.74325  0.10
H -1.58250 3.91750 3.65468  0.07
C -0.31509 -2.30314 -0.98722  -0.16
H -1.36750 -2.12074 -1.11886  0.06
C 6.65315 -1.37822 -1.20726  -0.08
C 1.55933 -3.71970 -1.43978  -0.06
C 1.06681 0.69579 2.92186  -0.84
C -4.63982 2.35140 -1.33114  -0.04
Re -0.49367 0.07138 0.95323  1.51
C 7.23610 -2.08684 -0.16499  -0.09
H -1.42459 3.71184 -2.16107  0.09
Cl 1.73764 -0.08101 5.44778  0.64
H 1.55741 -0.04584 -2.23620  0.10
H -1.51606 -0.00342 -1.91296  0.03
C -3.53297 2.39877 1.22289  -0.15
C 5.36690 -0.87153 -1.07743  -0.08
C 1.86066 1.13436 4.18613  -1.51
H 4.69006 -1.92690 2.06498  0.10
H -6.49423 2.86762 -0.38084  0.10
C -4.87466 2.69424 1.01404  -0.04
H -2.11412 4.53020 2.08202  0.09
C -3.29308 2.04244 -1.18372  -0.13

Values from the calculation:
Multiplicity ... 4
Lowest unoccupied orbital energy (spin up / spin down) ... -0.666 / -1.446 eV
Largest force on an atom ... 0.016 hartree/bohr
<S²> ... 3.785
Energy relative to the best compared isomer or geometry (same formula, charge and spin) ... 135.67 kJ/mol
Gap between HOMO and LUMO (spin up / spin down) ... 7.5 / 6.8 eV
E_tot ... -119459.32739 eV